Molecular formula: C18H22N2O3
Method: DFT, wB97M-V/def2-TZVPD

Each line ends with the natural charge from an NBO analysis.
Positions of all 45 atoms, in Å:
C (-1.24, 2.36, 2.25)  -0.6332
C (0.06, 2.84, 2.88)  -0.0766
H (-0.05, 2.99, 3.95)  0.1888
H (0.39, 3.77, 2.40)  0.2008
O (1.08, 1.85, 2.74)  -0.5089
C (1.76, 1.84, 1.59)  0.8034
O (1.61, 2.63, 0.70)  -0.6040
C (2.76, 0.68, 1.57)  -0.1200
N (2.75, 0.17, 0.20)  -0.2818
C (3.79, 0.18, -0.69)  0.6790
O (4.90, 0.57, -0.44)  -0.6022
C (3.43, -0.45, -2.03)  -0.4880
C (2.02, -0.07, -2.46)  -0.4610
C (1.10, -0.37, -1.31)  0.2244
N (1.50, -0.26, -0.10)  -0.2599
C (-0.26, -0.77, -1.56)  -0.2460
C (-1.16, -1.00, -0.59)  -0.1422
C (-2.54, -1.38, -0.74)  -0.0127
C (-3.33, -1.54, 0.40)  -0.1866
C (-4.66, -1.90, 0.31)  -0.2207
C (-5.26, -2.11, -0.93)  -0.0033
C (-4.48, -1.95, -2.07)  -0.2150
C (-3.15, -1.59, -1.98)  -0.1884
H (-2.58, -1.47, -2.89)  0.2041
H (-4.93, -2.10, -3.04)  0.2091
C (-6.69, -2.52, -1.03)  -0.6286
H (-6.76, -3.60, -1.17)  0.2225
H (-7.24, -2.26, -0.13)  0.2165
H (-7.17, -2.05, -1.89)  0.2183
H (-5.24, -2.02, 1.21)  0.2097
H (-2.88, -1.39, 1.37)  0.2077
H (-0.81, -0.89, 0.43)  0.2175
H (-0.53, -0.85, -2.61)  0.1990
H (1.97, 1.00, -2.66)  0.2361
H (1.72, -0.61, -3.36)  0.2244
H (3.50, -1.54, -1.91)  0.2271
H (4.18, -0.15, -2.76)  0.2410
C (4.10, 1.16, 2.11)  -0.6054
H (4.83, 0.36, 2.08)  0.2324
H (3.96, 1.48, 3.14)  0.2134
H (4.47, 2.00, 1.53)  0.2357
H (2.36, -0.12, 2.20)  0.2240
H (-2.01, 3.12, 2.39)  0.2168
H (-1.10, 2.19, 1.18)  0.2252
H (-1.56, 1.43, 2.71)  0.2078

## Properties
HOMO (eV): -7.88
Multiplicity: 1
Charge: 0
SMILES: CCOC(=O)[C@H](C)N1N=C(/C=C/c2ccc(C)cc2)CCC1=O
Molar mass (g mol⁻¹): 314.38
Calculated total energy (eV): -28145.4911
Gap between HOMO and LUMO (eV): 7.7971
Energy relative to the best compared isomer or geometry (same formula, charge and spin) (kJ/mol): 192.34